#A
A cluster of 2 separate species, C33H34NO in total. Source: OMol25; level of theory: ωB97M-V/def2-TZVPD.

Geometry as XYZ:
```
69
C33H34NO | OMol25 | ωB97M-V/def2-TZVPD
H 3.189 0.990 8.322
C 1.239 3.650 5.080
H -3.388 -2.272 3.608
C 1.333 0.161 7.556
C -0.665 -2.798 2.932
C 5.097 3.444 2.696
C 1.878 7.314 4.954
C 2.373 1.120 7.608
C 2.651 0.812 3.458
H 5.396 1.482 3.769
H 2.109 -2.018 9.868
H -2.290 -4.133 2.500
H 0.166 -3.367 2.495
H 3.002 8.957 7.733
C 4.749 2.208 3.275
H -0.735 -3.117 3.988
C 1.721 4.926 5.451
C 2.373 6.526 7.181
C 1.268 2.478 5.894
C 1.336 0.424 3.060
H -2.978 1.178 0.371
H -4.504 -0.231 1.661
H -4.063 0.584 3.164
C 2.141 5.226 6.785
C -0.333 -1.345 2.863
H 1.695 -1.698 3.410
C 2.360 2.206 6.756
N -2.647 -0.751 2.360
C 0.241 1.491 5.859
C -1.974 -3.124 2.221
H 1.771 8.151 4.258
H 2.970 9.622 6.088
H 3.852 5.050 1.716
C 2.290 -1.067 9.373
C 2.820 3.228 2.481
H 2.250 4.455 7.533
H -1.814 -3.111 1.138
C 2.244 7.585 6.286
C -1.929 2.047 2.024
C -3.191 1.467 1.406
H 3.222 2.882 6.795
H -0.603 1.643 5.191
H 3.165 0.108 4.127
C 1.690 6.015 4.526
H -3.945 -2.281 1.933
C -1.350 -0.383 2.563
H -1.435 2.710 1.307
H -0.513 -0.387 6.570
C 3.898 4.076 2.216
C 3.320 1.987 3.097
C 0.320 1.348 2.712
H 1.469 9.445 7.021
H 2.155 -0.234 10.081
C -3.678 0.257 2.185
H -2.200 2.684 2.884
H -3.976 2.224 1.378
H 2.686 6.740 8.204
H 6.093 3.868 2.593
C 0.276 0.363 6.636
H 3.315 -1.040 8.973
C -3.068 -2.126 2.565
H 0.631 3.662 4.183
C 0.959 -0.944 3.109
C 2.440 8.980 6.796
C -0.973 0.982 2.437
O 1.320 -0.980 8.308
H 1.802 3.478 2.210
H 0.508 2.410 2.752
H 1.505 5.806 3.461
```

Output
Kohn-Sham gap (eV): 4.45
Net charge: +1
LUMO (eV): -4.97

---

#B
A cluster of 2 separate species, C33H34NO in total. Source: OMol25; level of theory: ωB97M-V/def2-TZVPD.

Geometry as XYZ:
```
69
C33H34NO | OMol25 | ωB97M-V/def2-TZVPD
C 1.088 -1.443 0.337
C -1.981 4.360 -1.713
H -0.485 5.420 1.090
H -4.098 6.944 -2.387
H -1.654 -3.451 -7.075
H 1.248 -4.002 1.171
C 0.663 -3.025 -4.656
C -2.641 5.340 -2.445
C 0.887 -4.567 4.487
H -4.484 6.750 0.082
H 1.638 -5.151 6.373
H -3.276 4.972 1.386
C -0.515 -5.040 -6.109
C 0.391 2.249 1.393
H 2.788 -2.816 0.247
H -0.050 -1.303 4.213
H -1.040 -5.841 -6.634
C -0.871 -3.707 -6.358
H 0.253 -6.129 5.887
C 0.150 -0.920 -1.852
C 1.597 4.942 1.467
C 1.148 -5.619 5.513
H 1.498 1.902 3.150
H -3.242 1.999 0.030
H -1.267 3.670 -2.173
C 1.972 -2.363 -0.314
C 0.208 -0.715 -0.492
C 0.297 -3.335 4.826
H 0.418 4.924 -0.331
C 0.959 -1.303 1.752
C -3.556 6.194 -1.805
C 0.315 -2.278 3.933
C -2.186 1.879 0.303
H -0.414 -1.631 -5.864
C -3.782 6.082 -0.421
C 0.528 -5.344 -5.222
C 0.274 4.701 0.745
C 0.788 -2.434 2.601
H -0.476 -0.034 0.007
C -3.121 5.103 0.312
C 1.100 -3.768 2.218
H 0.972 -0.312 2.212
C 1.938 3.949 2.569
H 1.722 -5.725 2.869
H 2.482 2.062 1.689
N -1.582 3.194 0.398
H -2.096 1.375 1.275
H 1.981 -4.535 -3.815
C -0.298 3.307 0.853
C -2.229 4.240 -0.339
H -1.684 1.291 -0.481
H 0.091 1.224 1.202
C 1.149 -4.325 -4.488
O 0.953 -1.951 -3.814
C 1.732 -2.752 -1.625
C 0.893 -1.964 -2.428
H 1.812 -6.382 5.098
H 1.408 4.232 3.481
C 1.599 2.468 2.209
H -2.450 5.425 -3.517
H -0.442 -0.272 -2.501
H 0.853 -6.379 -5.090
C -0.214 -2.687 -5.689
H 2.377 4.923 0.702
H -0.155 -3.201 5.807
C 1.278 -4.767 3.158
H 1.580 5.952 1.877
H 2.251 -3.605 -2.051
H 3.010 4.003 2.768
```

Output
Kohn-Sham gap (eV): 3.99
Net charge: +1
LUMO (eV): -5.53

---

Which structure is most stable? #A, by 119.1 kJ/mol over the runner-up.

---

#A
A cluster of 2 separate species, C2H8N2O2 in total. Source: OMol25; level of theory: ωB97M-V/def2-TZVPD.

Geometry as XYZ:
```
14
C2H8N2O2 | OMol25 | ωB97M-V/def2-TZVPD
H -0.780 -2.728 0.291
O -0.371 1.109 2.247
H 0.957 1.857 -1.392
O 0.644 -2.574 -1.183
H 0.138 1.925 2.204
H 1.450 0.961 -0.157
H -1.047 0.480 -1.617
C -0.100 0.181 -1.160
C -0.146 -2.131 -0.388
N 0.617 1.327 -0.600
H -0.750 -0.448 0.717
N -0.341 -0.802 -0.136
H -0.744 1.122 3.139
H 0.474 -0.278 -1.966
```

Output
Kohn-Sham gap (eV): 10.01
SMILES: NCNC=O.O
LUMO (eV): 0.68

---

#B
A cluster of 2 separate species, C2H8N2O2 in total. Source: OMol25; level of theory: ωB97M-V/def2-TZVPD.

Geometry as XYZ:
```
14
C2H8N2O2 | OMol25 | ωB97M-V/def2-TZVPD
N 1.405 -0.910 0.025
H -1.840 2.774 1.520
H -0.807 -2.388 -2.586
N 0.705 -0.184 -0.708
H -0.622 2.192 0.247
H 0.095 2.746 1.788
H 2.130 -0.376 0.542
O -0.161 -0.703 -1.484
H 0.000 0.647 2.208
C -0.786 2.297 1.332
O -0.854 0.956 1.842
C -0.116 -2.091 -1.712
H -0.020 -2.582 -0.807
H 0.871 -2.379 -2.209
```

Output
Kohn-Sham gap (eV): 10.52
SMILES: [H]/N=N/OC.CO
LUMO (eV): 0.90

---

Which structure is most stable? #A, by 392.1 kJ/mol over the runner-up.

---

#A
A cluster of 2 separate species, C2H8N2O2 in total. Source: OMol25; level of theory: ωB97M-V/def2-TZVPD.

Geometry as XYZ:
```
14
C2H8N2O2 | OMol25 | ωB97M-V/def2-TZVPD
C -1.628 0.756 0.639
N 0.477 -1.770 -1.063
H -0.469 1.815 1.942
O -1.186 1.026 -0.694
H -0.399 -1.424 -1.438
H -2.039 -0.252 0.635
H 0.256 0.473 1.375
H -0.573 1.766 -0.622
C 1.326 -0.735 -0.804
O 1.979 -0.493 0.179
H -2.460 1.408 0.883
H 1.352 -0.012 -1.644
H 0.286 -2.387 -0.282
N -0.637 0.855 1.670
```

Output
Kohn-Sham gap (eV): 10.74
SMILES: NC=O.NCO
LUMO (eV): 0.83

---

#B
A cluster of 2 separate species, C2H8N2O2 in total. Source: OMol25; level of theory: ωB97M-V/def2-TZVPD.

Geometry as XYZ:
```
14
C2H8N2O2 | OMol25 | ωB97M-V/def2-TZVPD
H -0.461 -2.386 0.827
H -0.006 -1.982 2.208
H -1.249 -0.066 1.019
N -0.173 1.108 -0.304
H 1.475 -0.304 -2.638
N 0.888 0.414 -2.244
H -1.393 1.717 1.232
H 0.045 0.880 1.778
C 0.442 0.100 -0.973
C -0.732 0.881 1.015
H -0.215 2.033 -0.690
H 1.193 1.356 -2.441
O 0.560 -1.024 -0.514
O -0.374 -2.729 1.726
```

Output
Kohn-Sham gap (eV): 10.56
SMILES: CNC(N)=O.O
LUMO (eV): 0.60

---

#C
A cluster of 2 separate species, C2H8N2O2 in total. Source: OMol25; level of theory: ωB97M-V/def2-TZVPD.

Geometry as XYZ:
```
14
C2H8N2O2 | OMol25 | ωB97M-V/def2-TZVPD
N 0.261 -2.343 1.717
O 0.396 3.619 -1.960
H -0.785 -2.445 1.955
C 0.330 -0.869 1.356
H -0.680 -0.378 1.564
H 0.143 -2.907 0.859
H 1.116 -0.224 1.749
O -1.523 0.266 -0.456
N 0.509 -0.571 -0.101
H -0.412 -0.557 -1.965
C -0.553 -0.306 -0.912
H 1.417 -0.369 -0.501
H -0.556 3.612 -2.276
H 0.336 3.470 -1.030
```

Output
Kohn-Sham gap (eV): 10.50
SMILES: NCNC=O.O
LUMO (eV): 0.71

---

#D
The molecule C2H8N2O2. Source: OMol25; level of theory: ωB97M-V/def2-TZVPD.

Geometry as XYZ:
```
14
C2H8N2O2 | OMol25 | ωB97M-V/def2-TZVPD
H 0.746 0.865 -1.778
H -1.280 -0.017 1.916
H -1.536 -0.104 -0.794
N -0.837 -0.841 -0.668
H 1.299 1.753 -0.322
H -0.762 1.342 0.889
C 1.436 0.851 -0.929
N -0.005 -0.604 0.419
C -0.443 0.403 1.362
O -1.654 -1.984 -0.252
H 0.381 0.601 2.044
O 1.289 -0.334 -0.168
H -1.094 -2.754 -0.422
H 2.460 0.823 -1.297
```

Output
Kohn-Sham gap (eV): 10.58
SMILES: CON(C)NO
LUMO (eV): 1.00

---

Which structure is most stable? #B, by 92.2 kJ/mol over the runner-up.

---

#A
A cluster of 3 separate species, C5H14O2 in total. Source: OMol25; level of theory: ωB97M-V/def2-TZVPD.

Geometry as XYZ:
```
21
C5H14O2 | OMol25 | ωB97M-V/def2-TZVPD
H 0.396 -1.047 -1.510
H -1.348 1.975 2.782
H 0.440 1.568 2.679
H -1.192 -1.017 2.592
C 0.471 -0.938 -0.378
H -1.754 -1.339 0.930
H -0.901 1.993 -2.063
O -1.638 2.622 -2.029
H -0.209 2.495 1.406
C -0.020 0.391 0.031
C -1.715 -0.597 1.719
H -2.702 -0.287 2.045
H 1.468 -1.162 0.003
O 3.861 -3.157 -3.023
C -0.473 1.768 2.142
H -0.089 -1.832 -0.116
H 3.100 -2.851 -3.519
H 3.563 -3.796 -2.372
H 0.643 1.198 -0.327
C -0.810 0.595 1.095
H -1.092 3.417 -2.085
```

Output
Kohn-Sham gap (eV): 9.47
SMILES: CC=C(C)C.O.O
LUMO (eV): 0.66

---

#B
A cluster of 3 separate species, C5H14O2 in total. Source: OMol25; level of theory: ωB97M-V/def2-TZVPD.

Geometry as XYZ:
```
21
C5H14O2 | OMol25 | ωB97M-V/def2-TZVPD
H -2.056 -0.524 1.391
O 2.985 -1.396 1.433
H 2.691 -0.498 1.269
C -1.501 1.561 -0.979
H -2.232 -0.908 -0.269
H -0.729 -1.176 0.582
H 1.473 -4.291 -0.311
H -1.359 3.766 -1.111
C 0.157 1.363 0.836
H -0.122 1.509 1.882
C -1.009 0.893 0.063
C -1.539 -0.454 0.431
O 0.870 -3.569 -0.478
H -1.259 2.861 -2.623
C -0.998 2.847 -1.564
H 2.276 -1.726 1.968
H -2.366 1.160 -1.497
H 0.089 2.968 -1.575
H 0.568 -3.647 -1.361
H 0.567 2.281 0.429
H 0.985 0.654 0.806
```

Output
Kohn-Sham gap (eV): 9.64
SMILES: CC=C(C)C.O.O
LUMO (eV): 0.77

---

Which structure is most stable? #B, by 115.2 kJ/mol over the runner-up.

---

#A
The molecule C2H2Cl3P. Source: OMol25; level of theory: ωB97M-V/def2-TZVPD.

Geometry as XYZ:
```
8
C2H2Cl3P | OMol25 | ωB97M-V/def2-TZVPD
H 1.959 -0.118 1.099
Cl -2.223 1.466 -0.989
C 1.306 -0.400 0.247
Cl -1.788 -1.801 -0.085
P -0.891 -0.029 -1.212
H 1.420 -1.385 -0.353
C 0.232 0.413 0.203
Cl -0.015 1.853 1.089
```

Output
Kohn-Sham gap (eV): 9.28
SMILES: C=C(Cl)P(Cl)Cl
LUMO (eV): -0.57

---

#B
A cluster of 2 separate species, C2H2Cl3P in total. Source: OMol25; level of theory: ωB97M-V/def2-TZVPD.

Geometry as XYZ:
```
8
C2H2Cl3P | OMol25 | ωB97M-V/def2-TZVPD
C -0.423 -0.115 0.275
H 0.664 -0.394 -2.403
C 0.857 0.096 -0.281
P -1.271 1.180 1.013
Cl 1.416 1.709 -0.271
Cl -1.017 -1.737 0.230
Cl 2.086 -1.108 -0.052
H -2.312 0.369 1.489
```

Output
Kohn-Sham gap (alpha / beta) (eV): 8.00 / 7.52
LUMO (alpha / beta) (eV): -1.81 / -1.12

---

Which structure is most stable? #A, by 466.7 kJ/mol over the runner-up.